Record 1
Formula: C19H12BrCl2F4O4PSW
Source: OMol25
Level of theory: ωB97M-V/def2-TZVPD

**Multiplicity**: 1
**Net charge**: +4
**ΔE to the lowest compared entry with this formula, charge and spin**: 18.1 kcal per mole

Structure (XYZ):
```
45
Properties=species:S:1:pos:R:3:forces:R:3
W 1.18126 0.45839 1.60183 0.0 0.8 0.3
Cl -0.52279 1.93786 2.77213 0.0 0.1 0.0
C 0.08455 1.45019 4.40417 0.0 0.0 0.0
Cl 0.76783 -0.18544 4.09893 -0.1 -0.1 0.0
H -0.75017 1.38015 5.09674 0.0 0.0 0.0
H 0.87784 2.12861 4.71225 0.0 0.0 0.0
F -2.75805 -4.41734 1.91096 0.0 0.1 0.0
C -2.10176 -3.34104 1.71022 -0.1 -0.1 0.0
C -2.76117 -2.11001 1.61394 0.0 0.1 0.1
F -4.05162 -2.05445 1.74289 0.0 0.0 0.0
C -2.03811 -0.94122 1.42259 -0.2 0.0 0.0
F -2.73488 0.16770 1.43641 0.1 0.0 -0.1
C -0.61849 -0.93186 1.19397 -0.1 0.1 -0.5
P 0.17025 -0.22856 -0.40935 -0.7 -0.6 -0.1
C 0.18736 -1.21544 -1.81844 0.3 0.3 -0.2
C 0.57882 -2.57977 -1.87298 -0.1 0.1 0.0
C 0.55929 -3.22032 -3.08551 0.0 0.0 0.0
C 0.16931 -2.53183 -4.24579 0.0 0.0 0.0
C -0.19957 -1.18622 -4.20199 0.0 0.0 0.0
C -0.17372 -0.50881 -3.00360 0.0 -0.1 0.0
C -0.01265 1.53738 -0.43374 0.0 -0.2 0.2
C -1.33520 2.12206 -0.33197 0.1 0.1 0.1
C -1.57943 3.37197 -0.82502 0.0 0.0 0.0
C -0.54825 4.10770 -1.43880 0.0 0.0 0.0
C 0.72496 3.54993 -1.61841 0.0 0.0 0.0
C 0.99892 2.29681 -1.14400 0.0 -0.1 -0.2
C -0.02074 -2.22748 1.39276 0.2 -0.2 0.1
Br 1.85844 -2.11154 1.60653 0.2 -0.2 -0.1
C -0.68319 -3.38372 1.65725 0.2 0.1 0.0
F -0.05757 -4.49857 1.89586 0.0 0.0 0.0
H 0.90645 -3.11805 -0.99654 0.0 0.0 0.0
H 0.85893 -4.25843 -3.15157 0.0 0.0 0.0
H 0.16168 -3.05670 -5.19438 0.0 0.0 0.0
H -0.49796 -0.67155 -5.10615 0.0 0.0 0.0
H -0.45229 0.53721 -2.97380 0.0 0.0 0.0
H -2.16019 1.56980 0.07922 0.0 -0.1 0.1
H -2.57645 3.79084 -0.76184 0.0 0.0 0.0
H -0.74827 5.11315 -1.79595 0.0 0.0 0.0
H 1.49637 4.11031 -2.13231 0.0 0.0 0.0
H 1.98090 1.87965 -1.30869 0.0 0.0 0.0
O 3.05839 0.46704 2.54167 0.1 0.1 0.2
S 3.35952 1.56582 1.51313 0.0 -0.2 0.0
O 4.60574 2.14982 1.36220 0.0 0.0 0.0
O 2.08049 2.37319 1.75901 0.0 0.0 -0.1
O 2.71521 0.71280 0.32618 0.1 -0.2 0.1
```
Positions in Å, forces in eV/Å.

Results of the Löwdin charge analysis, in e, for atoms 1 through 2:
1 W 1.24
2 Cl 0.79


Record 2
Formula: C19H12Cl2I2N3O8Ti
Source: OMol25
Level of theory: ωB97M-V/def2-TZVPD

**Multiplicity**: 1
**Net charge**: -1
**ΔE to the lowest compared entry with this formula, charge and spin**: 28.1 kcal per mole

Structure (XYZ):
```
47
Properties=species:S:1:pos:R:3:forces:R:3
Ti 1.59083 -0.47560 -0.97239 2.1 2.0 0.5
I 4.21289 0.16054 0.26411 -0.4 -0.5 -0.2
C 5.26681 1.68802 -0.48825 0.5 0.3 0.2
I 2.61550 0.55947 -3.29282 -0.2 -0.2 0.1
H 5.49941 1.57510 -1.53894 -0.1 0.1 0.0
H 4.94200 2.65188 -0.11094 -0.2 -0.1 -0.3
O 0.09884 -5.91772 -0.70896 0.7 0.2 0.0
C -0.98897 -5.18709 -0.83805 -0.2 0.4 -0.1
O -2.09275 -5.66108 -0.74093 0.1 -0.1 0.0
C -0.82309 -3.71860 -1.13157 0.1 -0.5 0.2
C -1.87348 -2.83832 -1.32903 -0.4 -0.4 0.0
Cl -3.53203 -3.16496 -1.36547 -0.1 0.0 -0.1
N -1.38042 -1.61792 -1.56652 -0.6 0.9 -0.2
N -0.04808 -1.64944 -1.53517 0.0 -1.2 -0.4
C 0.30559 -2.90856 -1.26770 0.2 -0.2 -0.2
C 1.79763 -3.16514 -1.17615 -0.3 0.0 -0.3
O 2.23823 -4.27794 -0.97558 -0.2 -0.8 0.1
O 2.49002 -2.10673 -1.37294 0.3 -1.2 -0.3
C -2.05246 -0.42903 -2.05229 0.2 -0.3 0.1
C -1.44135 0.27620 -3.07049 0.1 0.0 -0.2
C -2.02586 1.44772 -3.52333 -0.1 0.0 0.0
C -3.22024 1.88887 -2.97022 0.1 0.0 0.0
C -3.82313 1.15931 -1.95525 0.0 0.0 0.0
C -3.23463 -0.00113 -1.48077 -0.1 0.1 0.2
H 0.95211 -5.39193 -0.78700 -0.3 0.0 0.0
H -0.51256 -0.07446 -3.50040 0.0 0.0 0.0
H -1.53107 2.02007 -4.29778 0.0 0.0 0.0
H -3.67055 2.81290 -3.31406 0.0 -0.1 0.0
H -4.74080 1.51250 -1.50194 0.0 0.0 0.0
H -3.66996 -0.53369 -0.64939 0.0 0.0 0.0
Cl 1.26326 -1.23041 1.21920 -0.2 0.0 0.2
O -1.06108 1.73624 -0.28389 -0.4 0.1 -0.2
C 0.03056 1.60512 0.19700 0.6 0.1 0.2
O 1.10010 1.20327 -0.51191 -1.6 1.4 0.8
C 0.26401 1.86801 1.65872 0.3 -0.1 -0.3
C 1.51969 2.21479 2.12866 0.1 0.1 0.1
C 1.71945 2.40755 3.48829 0.3 0.1 -0.1
C 0.65074 2.24057 4.34105 0.0 0.0 0.4
C -0.60781 1.89605 3.89259 -0.2 0.0 0.0
C -0.79911 1.71772 2.53401 -0.2 0.0 0.1
N 0.85803 2.43919 5.80654 -0.1 -0.1 -0.6
O 1.94964 2.80050 6.17870 0.4 0.1 0.0
O -0.08212 2.23224 6.54205 -0.3 -0.1 0.1
H 2.33785 2.33475 1.43226 0.0 -0.1 0.0
H 2.68781 2.67590 3.88720 0.0 0.0 0.0
H -1.40983 1.77059 4.60410 0.0 0.0 0.0
H -1.76964 1.45473 2.13568 0.0 0.0 0.0
```
Positions in Å, forces in eV/Å.

Results of the Löwdin charge analysis, in e, for atoms 1 through 2:
1 Ti 0.29
2 I 0.95


Record 3
Formula: C19H12F5INO5S4SbSeTc
Source: OMol25
Level of theory: ωB97M-V/def2-TZVPD

**Multiplicity**: 1
**Net charge**: +1
**E_tot**: -6274.212957 Ha

Structure (XYZ):
```
50
Properties=species:S:1:pos:R:3:forces:R:3
Tc -0.09495 -0.32275 0.36492 -0.4 -0.1 -0.5
O -0.32339 0.69856 4.32185 0.0 0.0 0.0
C -0.67871 0.41154 3.21290 0.1 0.0 -0.1
O 0.10789 0.54237 2.14732 0.1 0.0 0.1
C -2.05039 -0.21667 2.95597 0.0 0.0 0.0
C -1.89050 -1.65638 2.44509 0.0 -0.1 0.1
C -3.20707 -2.41905 2.53175 0.0 0.0 0.0
C -4.01714 -1.79700 1.36503 0.0 0.0 0.0
C -3.04070 -0.76320 0.82081 -0.1 0.0 0.0
O -1.76253 -1.45345 0.99975 0.1 0.0 -0.1
C -2.91054 0.40931 1.80246 0.1 0.0 0.0
C -2.31680 1.66855 1.21850 0.0 0.0 0.0
O -2.55415 2.77542 1.56363 0.0 0.0 0.0
O -1.44928 1.40607 0.15219 -0.1 0.0 0.0
H -2.58175 -0.18858 3.90406 0.0 0.0 0.0
H -1.01296 -2.18275 2.81295 0.0 0.0 0.0
H -3.04738 -3.48347 2.37672 0.0 0.0 0.0
H -3.67599 -2.28102 3.50346 0.0 0.0 0.0
H -4.23880 -2.53976 0.60233 0.0 0.0 0.0
H -4.95269 -1.34070 1.68094 0.0 0.0 0.0
H -3.16360 -0.49334 -0.22350 0.1 0.0 0.0
H -3.88473 0.71270 2.18158 0.0 0.0 0.0
S 0.76885 -1.45948 -4.65032 0.0 -0.1 0.0
Sb -0.86141 -0.06921 -5.85555 0.0 0.0 0.0
S -0.46889 -1.02867 -1.69032 0.0 0.2 0.4
S 1.11581 -0.49283 -2.88909 0.1 0.0 0.0
S -1.37216 1.46321 -4.37447 0.0 0.0 0.0
I 3.13233 -5.25031 -0.80909 0.0 0.0 0.0
C 2.75443 -3.63863 0.44088 0.0 0.0 0.0
C 3.54586 -3.37820 1.54974 0.0 0.0 0.0
C 3.22745 -2.28455 2.33518 0.0 0.0 0.0
C 2.15696 -1.48296 1.99260 0.1 0.0 0.0
N 1.39183 -1.73040 0.91184 0.2 0.0 0.0
C 1.69012 -2.80379 0.15645 -0.1 -0.1 0.0
H 4.38747 -4.01213 1.79164 0.0 0.0 0.0
H 3.80580 -2.03854 3.21400 0.0 0.0 0.0
H 1.89656 -0.61291 2.57825 0.0 0.0 0.0
H 1.04895 -2.99120 -0.69040 0.0 0.0 0.0
F -5.13736 5.17044 -3.99720 0.0 0.0 0.0
C -4.19035 4.62231 -3.25392 0.0 0.0 0.0
C -4.40647 3.39665 -2.64684 0.0 0.0 0.0
F -5.56338 2.76750 -2.81292 0.0 0.0 0.0
C -3.41096 2.81657 -1.87785 0.0 0.0 0.0
F -3.66536 1.61185 -1.34345 0.0 0.0 0.0
C -2.19897 3.45361 -1.68386 0.0 0.0 0.0
Se -0.69047 2.87527 -0.67217 0.1 0.0 0.0
C -2.00472 4.67687 -2.30457 0.0 0.0 0.0
F -0.82071 5.28160 -2.13827 0.0 0.0 0.0
C -2.97411 5.26967 -3.08822 0.0 0.0 0.0
F -2.75104 6.43463 -3.67567 0.0 0.0 0.0
```
Positions in Å, forces in eV/Å.

Results of the Löwdin charge analysis, in e, for atoms 1 through 2:
1 Tc 1.15
2 O 0.14


Record 4
Formula: C19H13Br2MoNO6S
Source: OMol25
Level of theory: ωB97M-V/def2-TZVPD

**Multiplicity**: 3
**Net charge**: +2
**⟨S²⟩**: 2.0415
**ΔE to the lowest compared entry with this formula, charge and spin**: 0.8 kcal per mole

Structure (XYZ):
```
43
Properties=species:S:1:pos:R:3:forces:R:3
Mo -1.81798 0.82964 0.88160 0.1 0.2 -0.3
O -3.66043 1.43320 1.80405 -0.3 -0.1 0.1
C -4.65275 0.74113 2.09863 0.2 -0.1 -0.1
C -4.80264 -0.65390 1.77761 0.1 -0.1 -0.1
C -5.94862 -1.33243 2.21861 0.1 -0.2 -0.1
C -6.10305 -2.66044 1.89084 0.0 0.2 0.0
C -5.17009 -3.35028 1.12294 0.0 0.1 0.0
C -4.03955 -2.69795 0.66481 -0.1 0.3 0.1
C -3.85252 -1.35679 0.99560 -0.3 -0.3 0.2
O -2.76981 -0.71825 0.52528 0.1 0.1 -0.1
N -7.31108 -3.37580 2.36745 0.0 0.0 0.1
O -7.42787 -4.53170 2.02564 0.0 0.3 0.1
O -8.07198 -2.74188 3.06885 0.1 -0.2 -0.2
H -5.47026 1.23053 2.63709 0.0 0.0 0.0
H -6.70359 -0.83486 2.81193 0.0 0.0 0.0
H -5.34845 -4.39125 0.89220 0.0 0.0 0.0
H -3.30519 -3.21059 0.06090 0.0 0.0 0.0
Br -1.44093 3.51563 1.10247 -0.1 0.0 -0.1
C -2.07011 3.79826 -0.72646 0.0 0.0 0.0
Br -2.75784 2.13917 -1.44519 0.0 0.0 0.1
H -1.22411 4.11142 -1.32662 0.0 0.0 0.0
H -2.86824 4.53133 -0.69815 0.0 0.0 0.0
C 9.13100 0.89965 -2.62770 0.1 0.1 0.0
C 7.84612 1.00864 -1.88619 -0.1 0.1 0.2
O 7.55945 1.69194 -0.96622 0.0 0.0 -0.1
S 6.62423 -0.27345 -2.56741 -0.3 0.0 0.1
C 5.08730 0.06384 -1.89524 0.2 0.0 -0.1
C 4.15162 -1.00781 -1.96699 -0.1 -0.1 0.0
C 2.88761 -0.86484 -1.47871 0.1 -0.1 -0.1
C 2.48004 0.36983 -0.91371 -0.1 -0.1 0.0
C 3.39618 1.45061 -0.88293 0.2 0.1 0.0
C 4.66783 1.30768 -1.35720 -0.1 0.1 0.1
C 1.18744 0.51755 -0.40497 0.1 0.1 0.0
C 0.05404 0.64389 0.05382 -0.1 0.0 0.1
H 8.95508 0.98349 -3.70035 0.0 0.0 0.0
H 9.57200 -0.08054 -2.43363 0.0 0.0 0.0
H 9.80316 1.68175 -2.28301 0.0 0.0 0.0
H 4.46852 -1.94812 -2.39846 0.0 0.0 0.0
H 2.18538 -1.68518 -1.51516 0.0 0.0 0.0
H 3.07117 2.39958 -0.48050 0.0 0.0 0.0
H 5.34966 2.13964 -1.33047 0.0 0.1 0.0
O -0.61579 -0.04369 3.63896 0.0 0.0 0.0
C -1.04491 0.27134 2.64600 0.1 0.0 0.2
```
Positions in Å, forces in eV/Å.

Results of the Löwdin charge analysis, in e, for atoms 1 through 2:
1 Mo 1.12
2 O -0.20


Record 5
Formula: C19H13Br4CaN3O3
Source: OMol25
Level of theory: ωB97M-V/def2-TZVPD

**Multiplicity**: 1
**Net charge**: 0
**E_tot**: -12095.603474 Ha

Structure (XYZ):
```
43
Properties=species:S:1:pos:R:3:forces:R:3
Ca 0.49267 -1.23685 0.88580 0.0 0.1 0.0
Br 1.36555 -6.67194 -3.60799 0.0 0.0 0.0
C 1.60895 -5.05203 -2.66887 0.0 0.0 0.0
C 2.65905 -4.20480 -2.97910 0.0 0.0 0.0
Br 3.87813 -4.64319 -4.35289 0.0 0.0 0.0
C 2.82068 -3.00978 -2.26200 0.0 0.0 0.0
Br 4.24211 -1.81412 -2.61355 0.0 0.0 0.0
C 1.94563 -2.64325 -1.24739 -0.1 0.0 0.1
O 2.06439 -1.53579 -0.53997 0.1 0.1 -0.1
C 0.85650 -3.52167 -0.92648 0.0 0.1 0.0
O 0.05019 -3.15914 0.05466 -0.1 -0.1 0.0
C 0.71907 -4.70439 -1.64117 0.0 0.0 0.0
Br -0.72608 -5.81812 -1.14701 0.0 0.0 0.0
N -3.10585 9.02637 -1.45685 0.0 0.0 0.0
C -2.94513 7.91136 -1.23429 0.0 0.0 0.0
C -2.74650 6.51389 -0.95431 0.0 0.0 0.0
C -1.58645 5.87854 -1.38801 0.0 0.0 0.0
C -1.39975 4.53291 -1.12522 0.0 0.0 0.0
C -2.36703 3.84012 -0.41181 0.0 -0.1 0.0
C -3.52443 4.46564 0.02848 0.0 0.0 0.0
C -3.71813 5.80621 -0.25150 0.0 0.0 0.0
N -2.17013 2.45934 -0.12563 0.0 0.0 0.0
C -3.10200 1.44955 -0.24674 0.0 0.0 0.0
C -2.46576 0.31020 0.12355 0.0 0.0 0.0
N -1.16356 0.59747 0.48388 0.0 0.0 0.0
C -1.02585 1.89248 0.31453 0.0 0.0 0.0
H -0.84332 6.43414 -1.94243 0.0 0.0 0.0
H -0.51892 4.02001 -1.48678 0.0 0.0 0.0
H -4.25903 3.90990 0.59494 0.0 0.0 0.0
H -4.61389 6.30995 0.08345 0.0 0.0 0.0
H -4.09498 1.63440 -0.61468 0.0 0.0 0.0
H -2.84999 -0.69610 0.13437 0.0 0.0 0.0
H -0.13677 2.47142 0.50508 0.0 0.0 0.0
C 2.67689 -3.54622 1.97959 0.0 0.0 0.0
C 2.30009 -2.65030 3.11167 0.0 0.0 0.1
C 2.88457 -2.87370 4.47651 0.0 0.0 0.0
O 1.51132 -1.71678 2.96021 0.0 -0.1 -0.1
H 3.37454 -4.32164 2.28048 0.0 0.0 0.0
H 3.10533 -2.94085 1.17387 0.0 0.0 0.0
H 1.77047 -3.99203 1.55712 0.0 0.0 0.0
H 3.56626 -3.71769 4.51028 0.0 0.0 0.0
H 2.06717 -3.02859 5.18220 0.0 0.0 0.0
H 3.40398 -1.96495 4.78398 0.0 0.0 0.0
```
Positions in Å, forces in eV/Å.

Results of the Löwdin charge analysis, in e, for atoms 1 through 2:
1 Ca 1.49
2 Br 0.69


Record 6
Formula: C19H14AsBrO8OsSSe
Source: OMol25
Level of theory: ωB97M-V/def2-TZVPD

**Multiplicity**: 1
**Net charge**: 0
**E_tot**: -9034.338969 Ha

Structure (XYZ):
```
46
Properties=species:S:1:pos:R:3:forces:R:3
Os 0.48276 -0.06734 -0.87398 0.0 0.5 0.2
O 4.33848 -0.07900 2.69466 0.0 0.1 -0.1
As 3.24149 1.01394 1.80643 0.1 0.2 0.0
O 1.85212 0.38822 2.71423 -0.1 -0.5 0.0
O 0.72543 1.31479 -0.02011 -0.2 -0.2 -0.1
C 3.75668 0.06283 0.09208 0.2 0.1 0.1
C 4.84286 0.80425 -0.37030 0.0 0.0 0.0
C 5.66284 0.36312 -1.40138 0.0 0.0 0.0
C 5.42024 -0.85770 -2.00618 0.0 0.0 0.0
C 4.33270 -1.60967 -1.59477 0.0 0.0 0.0
C 3.51782 -1.13956 -0.57459 -0.1 0.0 0.0
S 2.06178 -2.09252 -0.30081 -0.2 0.2 0.6
O 2.36412 -3.43244 0.03731 -0.1 -0.1 -0.3
O 1.22398 -1.32719 0.68051 0.1 0.1 -0.1
O 1.20104 -1.87892 -1.55266 0.1 0.0 -0.2
H 4.16798 0.00943 3.64059 0.0 0.0 0.0
H 5.07303 1.75792 0.09686 0.0 0.0 0.0
H 6.49312 0.97721 -1.72412 0.0 0.0 0.0
H 6.05406 -1.21730 -2.80476 0.0 0.0 0.0
H 4.10327 -2.55040 -2.07979 0.0 0.0 0.0
Se 0.12618 0.91730 2.82995 0.1 0.2 0.1
C -0.07952 0.29642 4.61845 0.0 0.0 0.0
C 0.47951 -0.91364 5.01332 0.0 0.0 0.0
C 0.27594 -1.36733 6.30706 0.0 0.0 0.0
C -0.50397 -0.63509 7.19441 0.0 0.0 0.0
C -1.06934 0.56449 6.78887 0.0 0.0 0.0
C -0.84667 1.04163 5.50369 0.0 0.0 0.0
H 1.07024 -1.48746 4.31132 0.0 0.0 0.0
H 0.71640 -2.30551 6.61926 0.0 0.0 0.0
H -0.66716 -0.99949 8.20006 0.0 0.0 0.0
H -1.66853 1.14457 7.47870 0.0 0.0 0.0
H -1.25810 1.99636 5.20027 0.0 0.0 0.0
Br -4.29865 -4.30363 -4.29736 0.0 0.0 0.0
C -3.62991 -2.87885 -3.24644 0.0 0.0 0.0
C -4.21747 -2.60691 -2.01929 0.0 0.0 0.0
C -3.73179 -1.55677 -1.25805 0.0 0.0 0.0
C -2.66093 -0.79745 -1.70914 -0.1 0.0 0.0
C -2.07049 -1.09079 -2.93385 0.1 0.0 0.0
C -2.56880 -2.13033 -3.71499 0.0 0.0 0.0
C -0.91276 -0.31788 -3.49750 -0.1 0.0 0.1
O -0.65527 -0.32559 -4.66732 0.0 0.1 0.0
O -0.14892 0.38726 -2.63361 0.2 -0.5 -0.1
H -5.04677 -3.20671 -1.67114 0.0 0.0 0.0
H -4.19389 -1.32522 -0.30771 0.0 0.0 0.0
H -2.31484 0.03874 -1.11838 0.0 0.0 0.0
H -2.11375 -2.33641 -4.67314 0.0 0.0 0.0
```
Positions in Å, forces in eV/Å.

Results of the Löwdin charge analysis, in e, for atoms 1 through 2:
1 Os 1.56
2 O -0.34


Calculated values (eV Å⁻¹) of max |F| for the records, taken in order: 0.97, 2.98, 0.64, 0.43, 0.16, 0.63.